[1]
{
  "formula": "C29H57Li3O14P",
  "method": "ωB97M-V/def2-TZVPD",
  "orbital_gap_ev": [1.4607, 5.0530],
  "multiplicity": 2,
  "lumo_ev": [3.73, 3.71],
  "total_charge": -2,
  "species": ["Li", "Li", "Li", "P", "O", "O", "O", "O", "O", "C", "O", "O", "H", "C", "C", "C", "O", "C", "H", "H", "H", "H", "H", "H", "H", "H", "C", "C", "C", "O", "C", "H", "H", "H", "H", "H", "H", "H", "H", "C", "C", "C", "O", "C", "H", "H", "H", "H", "H", "H", "H", "H", "C", "C", "C", "O", "C", "H", "H", "H", "H", "H", "H", "H", "H", "C", "C", "C", "O", "C", "H", "H", "H", "H", "H", "H", "H", "H", "C", "C", "C", "O", "C", "H", "H", "H", "H", "H", "H", "H", "H", "C", "C", "C", "O", "C", "H", "H", "H", "H", "H", "H", "H", "H"],
  "coordinates": [[-2.592, 1.827, -2.307], [-2.952, 0.901, 0.744], [-3.191, -0.980, -1.452], [-4.552, 1.035, -1.241], [-3.657, 2.213, -0.714], [-3.952, 0.424, -2.509], [-6.017, 1.498, -1.122], [-4.322, -0.015, -0.149], [0.673, -0.223, -0.841], [-0.526, 0.312, -1.057], [-0.653, 1.298, -1.807], [-1.536, -0.128, -0.504], [1.353, 0.360, -1.185], [5.216, 0.334, 3.008], [4.212, -0.216, 1.999], [2.891, 0.480, 2.326], [3.312, 1.767, 2.651], [4.695, 1.764, 3.180], [6.199, 0.346, 2.536], [5.279, -0.143, 3.986], [4.028, -1.278, 2.159], [4.467, 0.012, 0.964], [2.372, -0.002, 3.154], [2.185, 0.544, 1.498], [4.829, 2.090, 4.211], [5.264, 2.505, 2.619], [0.628, 3.149, -6.636], [1.442, 2.461, -5.560], [0.444, 1.545, -4.999], [-0.242, 1.073, -6.184], [-0.289, 2.044, -7.224], [1.260, 3.551, -7.428], [0.007, 3.956, -6.246], [1.888, 3.110, -4.807], [2.262, 1.943, -6.058], [-0.308, 2.040, -4.385], [0.803, 0.717, -4.388], [-1.321, 2.342, -7.410], [0.139, 1.624, -8.135], [4.378, 1.145, -3.302], [4.065, 2.463, -2.594], [3.525, 2.036, -1.227], [2.948, 0.755, -1.497], [3.837, 0.037, -2.317], [5.461, 1.051, -3.382], [3.867, 1.135, -4.265], [3.325, 3.039, -3.150], [4.923, 3.135, -2.610], [2.817, 2.733, -0.778], [4.323, 1.920, -0.493], [3.414, -0.870, -2.749], [4.656, -0.347, -1.709], [-3.189, -1.249, 4.417], [-1.913, -1.663, 3.677], [-1.605, -0.371, 2.976], [-2.886, 0.093, 2.556], [-3.911, -0.303, 3.423], [-2.992, -0.651, 5.307], [-3.722, -2.141, 4.749], [-2.236, -2.455, 3.002], [-1.091, -1.989, 4.315], [-0.994, -0.519, 2.086], [-1.203, 0.413, 3.619], [-4.773, -0.696, 2.885], [-4.275, 0.589, 3.934], [0.220, -3.656, 1.443], [1.391, -2.693, 1.459], [1.992, -2.903, 0.087], [2.037, -4.312, -0.030], [0.825, -4.854, 0.604], [-0.610, -3.148, 0.952], [-0.091, -3.989, 2.433], [2.138, -2.945, 2.212], [1.123, -1.643, 1.577], [2.966, -2.441, -0.076], [1.391, -2.503, -0.729], [1.076, -5.703, 1.240], [0.128, -5.158, -0.177], [-0.223, 3.836, 2.531], [-1.375, 3.557, 3.485], [-2.502, 3.263, 2.486], [-1.881, 2.525, 1.490], [-0.578, 3.032, 1.279], [0.735, 3.476, 2.906], [-0.179, 4.902, 2.308], [-1.647, 4.385, 4.141], [-1.254, 2.652, 4.080], [-2.918, 4.200, 2.117], [-3.374, 2.829, 2.977], [-0.542, 3.732, 0.445], [0.088, 2.180, 1.144], [-3.219, -4.360, 0.935], [-2.956, -4.819, -0.495], [-4.100, -4.070, -1.154], [-3.921, -2.789, -0.663], [-3.576, -2.887, 0.739], [-2.394, -4.499, 1.634], [-4.104, -4.806, 1.389], [-3.052, -5.903, -0.559], [-1.951, -4.489, -0.759], [-5.088, -4.472, -0.929], [-3.966, -4.179, -2.230], [-4.444, -2.611, 1.337], [-2.657, -2.306, 0.812]]
}

***

[2]
{
  "formula": "C29H57N2O2PSi4SnTe",
  "method": "ωB97M-V/def2-TZVPD",
  "e_above_lowest_kcal_mol": 0.0,
  "orbital_gap_ev": 7.0715,
  "multiplicity": 1,
  "lumo_ev": -5.61,
  "total_charge": 2,
  "species": ["Sn", "O", "C", "O", "C", "C", "C", "C", "C", "N", "H", "H", "H", "H", "N", "H", "H", "H", "C", "C", "C", "C", "P", "C", "C", "C", "C", "C", "C", "C", "C", "C", "C", "H", "H", "H", "H", "H", "H", "H", "H", "H", "H", "H", "H", "H", "H", "H", "H", "H", "H", "H", "H", "H", "H", "H", "C", "Si", "C", "C", "Si", "Te", "Si", "C", "C", "C", "Si", "C", "C", "C", "H", "H", "H", "H", "H", "H", "H", "H", "H", "H", "H", "H", "H", "H", "H", "H", "H", "H", "H", "H", "H", "H", "H", "H", "H", "H", "H"],
  "coordinates": [[0.032, 0.258, -1.197], [-3.012, 1.281, 1.159], [-2.014, 0.513, 0.948], [-0.840, 0.903, 0.855], [-2.320, -0.927, 0.692], [-3.494, -1.528, 1.100], [-3.677, -2.872, 0.795], [-2.695, -3.536, 0.078], [-1.559, -2.840, -0.310], [-1.366, -1.562, 0.003], [-4.234, -0.958, 1.645], [-4.575, -3.388, 1.108], [-2.802, -4.579, -0.185], [-0.776, -3.327, -0.878], [1.464, -0.819, -3.423], [2.466, -0.662, -3.344], [1.152, -0.263, -4.215], [1.342, -1.789, -3.698], [2.264, 1.133, 2.680], [2.885, 1.554, 1.346], [4.394, 1.765, 1.495], [2.252, 2.874, 0.894], [2.504, 0.287, 0.025], [3.485, 0.817, -1.412], [4.745, 0.321, -1.747], [5.417, 0.798, -2.864], [4.848, 1.783, -3.657], [3.599, 2.294, -3.333], [2.924, 1.809, -2.223], [2.930, -1.461, 0.533], [2.904, -2.333, -0.729], [4.267, -1.624, 1.264], [1.813, -1.963, 1.462], [2.356, 1.966, 3.380], [2.779, 0.282, 3.123], [1.202, 0.902, 2.581], [4.552, 2.541, 2.246], [4.848, 2.112, 0.566], [4.921, 0.874, 1.831], [2.441, 3.626, 1.663], [1.172, 2.788, 0.764], [2.689, 3.247, -0.031], [5.219, -0.437, -1.141], [6.394, 0.402, -3.108], [5.379, 2.155, -4.523], [3.153, 3.070, -3.940], [1.954, 2.237, -1.980], [3.689, -2.080, -1.441], [1.940, -2.269, -1.242], [3.048, -3.373, -0.431], [5.122, -1.242, 0.711], [4.433, -2.690, 1.429], [4.253, -1.145, 2.242], [0.835, -1.910, 0.984], [1.762, -1.415, 2.399], [2.013, -3.009, 1.703], [-0.560, 3.447, 3.366], [-2.236, 4.106, 2.871], [-3.493, 3.747, 4.212], [-2.172, 5.920, 2.423], [-3.010, 3.066, 0.900], [-1.294, 3.414, -0.952], [-5.330, 3.368, 0.509], [-5.839, 3.001, -1.250], [-5.781, 5.106, 1.030], [-6.091, 2.112, 1.672], [-2.346, 4.947, -2.718], [-3.176, 3.930, -4.033], [-3.464, 6.139, -1.834], [-0.821, 5.779, -3.387], [-0.233, 3.934, 4.289], [0.183, 3.652, 2.596], [-0.579, 2.371, 3.550], [-3.194, 4.238, 5.141], [-3.567, 2.677, 4.418], [-4.487, 4.113, 3.954], [-1.858, 6.519, 3.280], [-3.151, 6.288, 2.108], [-1.461, 6.096, 1.612], [-5.562, 3.802, -1.934], [-6.926, 2.898, -1.294], [-5.403, 2.069, -1.616], [-5.252, 5.877, 0.469], [-5.582, 5.269, 2.090], [-6.851, 5.265, 0.874], [-5.922, 1.095, 1.313], [-7.171, 2.273, 1.718], [-5.701, 2.189, 2.688], [-3.960, 3.280, -3.647], [-2.440, 3.308, -4.545], [-3.623, 4.595, -4.777], [-4.367, 5.659, -1.461], [-3.772, 6.925, -2.529], [-2.947, 6.614, -0.999], [-0.120, 5.054, -3.805], [-0.306, 6.360, -2.622], [-1.107, 6.459, -4.194]]
}

***

[3]
{
  "formula": "C29H58IO21",
  "method": "ωB97M-V/def2-TZVPD",
  "orbital_gap_ev": 4.8351,
  "multiplicity": 1,
  "lumo_ev": 2.08,
  "total_charge": -1,
  "species": ["C", "C", "C", "I", "C", "C", "C", "C", "C", "H", "H", "H", "H", "H", "H", "H", "H", "H", "H", "H", "H", "H", "H", "H", "H", "C", "O", "C", "O", "O", "C", "H", "H", "H", "H", "H", "H", "C", "O", "C", "O", "O", "C", "H", "H", "H", "H", "H", "H", "C", "O", "C", "O", "O", "C", "H", "H", "H", "H", "H", "H", "C", "O", "C", "O", "O", "C", "H", "H", "H", "H", "H", "H", "C", "O", "C", "O", "O", "C", "H", "H", "H", "H", "H", "H", "C", "O", "C", "O", "O", "C", "H", "H", "H", "H", "H", "H", "C", "O", "C", "O", "O", "C", "H", "H", "H", "H", "H", "H"],
  "coordinates": [[3.927, -0.880, -2.214], [2.427, -1.107, -2.427], [1.663, -0.998, -1.114], [0.495, 1.328, -1.173], [0.724, -1.981, -0.835], [0.895, -3.449, -1.167], [2.004, -4.249, -0.409], [3.157, -4.644, -1.347], [2.551, -3.564, 0.847], [4.496, -0.997, -3.142], [4.100, 0.118, -1.798], [4.339, -1.606, -1.502], [2.244, -2.056, -2.936], [2.096, -0.310, -3.102], [2.335, -0.728, -0.302], [0.464, -1.897, 0.230], [1.047, -3.612, -2.242], [-0.060, -3.950, -0.954], [1.541, -5.191, -0.087], [4.076, -4.874, -0.797], [3.365, -3.851, -2.073], [2.898, -5.535, -1.930], [3.332, -2.838, 0.598], [1.772, -3.055, 1.417], [3.017, -4.308, 1.504], [-0.685, 0.277, 2.460], [0.015, -0.813, 3.099], [-0.407, -1.091, 4.314], [-1.325, -0.548, 4.895], [0.339, -2.073, 4.827], [-0.004, -2.449, 6.159], [-0.262, 0.395, 1.467], [-1.743, 0.035, 2.391], [-0.545, 1.194, 3.034], [-1.032, -2.806, 6.207], [0.118, -1.606, 6.840], [0.687, -3.245, 6.420], [3.320, -0.400, -6.395], [3.181, -1.449, -7.370], [3.199, -2.676, -6.856], [3.333, -2.966, -5.698], [3.045, -3.552, -7.862], [3.037, -4.919, -7.432], [3.295, 0.526, -6.962], [2.505, -0.428, -5.675], [4.268, -0.489, -5.867], [2.218, -5.097, -6.737], [3.979, -5.175, -6.951], [2.900, -5.503, -8.337], [6.276, 0.982, -12.950], [5.356, -0.005, -12.477], [5.816, -0.738, -11.458], [6.905, -0.620, -10.953], [4.876, -1.607, -11.107], [5.232, -2.461, -10.008], [5.763, 1.486, -13.764], [6.519, 1.689, -12.159], [7.192, 0.514, -13.308], [5.431, -1.870, -9.118], [6.110, -3.052, -10.265], [4.374, -3.102, -9.842], [-6.123, 1.411, -1.130], [-5.125, 0.994, -0.194], [-5.175, 1.607, 0.983], [-5.982, 2.448, 1.303], [-4.196, 1.139, 1.747], [-4.126, 1.702, 3.058], [-5.939, 0.821, -2.022], [-7.122, 1.218, -0.740], [-6.018, 2.472, -1.350], [-5.035, 1.495, 3.623], [-3.968, 2.779, 3.012], [-3.275, 1.224, 3.536], [-8.731, 3.334, 2.219], [-10.049, 3.908, 2.108], [-10.860, 3.266, 1.280], [-10.600, 2.278, 0.640], [-12.041, 3.900, 1.266], [-13.012, 3.305, 0.403], [-8.198, 3.968, 2.919], [-8.794, 2.317, 2.599], [-8.224, 3.330, 1.260], [-13.224, 2.282, 0.711], [-12.661, 3.302, -0.627], [-13.900, 3.922, 0.500], [-2.211, 1.635, 6.911], [-2.519, 3.042, 6.971], [-1.441, 3.821, 6.979], [-0.297, 3.438, 6.997], [-1.827, 5.098, 6.974], [-0.744, 6.035, 6.972], [-3.169, 1.126, 6.923], [-1.680, 1.398, 5.995], [-1.616, 1.344, 7.775], [-0.127, 5.905, 6.085], [-0.128, 5.909, 7.861], [-1.213, 7.014, 6.968], [6.057, 0.673, 7.801], [4.932, 0.249, 7.030], [3.929, 1.136, 6.990], [3.929, 2.204, 7.549], [2.957, 0.634, 6.243], [1.799, 1.478, 6.109], [6.773, -0.140, 7.737], [6.482, 1.587, 7.390], [5.770, 0.847, 8.838], [2.068, 2.423, 5.643], [1.346, 1.668, 7.077], [1.119, 0.925, 5.470]]
}

***

[4]
{
  "formula": "C29H58N2O29",
  "method": "ωB97M-V/def2-TZVPD",
  "orbital_gap_ev": 8.3343,
  "multiplicity": 1,
  "lumo_ev": -0.74,
  "smiles": "NC[C@@H](O)C[C@@H](OC=O)ON=O.COC(=O)OC.COC(=O)OC.COC(=O)OC.COC(=O)OC.COC(=O)OC.COC(=O)OC.COC(=O)OC.COC(=O)OC",
  "species": ["N", "C", "C", "O", "C", "C", "O", "C", "O", "O", "N", "O", "H", "H", "H", "H", "H", "H", "H", "H", "H", "H", "C", "O", "C", "O", "O", "C", "H", "H", "H", "H", "H", "H", "C", "O", "C", "O", "O", "C", "H", "H", "H", "H", "H", "H", "C", "O", "C", "O", "O", "C", "H", "H", "H", "H", "H", "H", "C", "O", "C", "O", "O", "C", "H", "H", "H", "H", "H", "H", "C", "O", "C", "O", "O", "C", "H", "H", "H", "H", "H", "H", "C", "O", "C", "O", "O", "C", "H", "H", "H", "H", "H", "H", "C", "O", "C", "O", "O", "C", "H", "H", "H", "H", "H", "H", "C", "O", "C", "O", "O", "C", "H", "H", "H", "H", "H", "H"],
  "coordinates": [[3.925, -4.885, -0.142], [5.119, -5.293, -0.885], [4.799, -6.029, -2.169], [3.948, -5.211, -2.967], [5.995, -6.585, -2.947], [7.111, -5.652, -3.368], [6.581, -4.560, -4.092], [6.908, -3.293, -3.653], [7.615, -2.553, -4.295], [7.937, -5.129, -2.334], [8.167, -6.055, -1.267], [9.280, -6.049, -0.958], [3.135, -5.430, -0.453], [3.707, -3.923, -0.356], [5.770, -4.442, -1.035], [5.666, -5.996, -0.257], [4.224, -6.906, -1.864], [4.162, -5.365, -3.886], [6.379, -7.448, -2.417], [5.605, -6.971, -3.888], [7.758, -6.178, -4.065], [6.423, -2.987, -2.724], [0.576, -1.391, 1.716], [-0.221, -1.168, 0.551], [0.275, -1.682, -0.575], [1.299, -2.298, -0.683], [-0.566, -1.372, -1.561], [-0.167, -1.838, -2.854], [0.053, -0.916, 2.541], [0.679, -2.456, 1.915], [1.555, -0.935, 1.599], [-0.104, -2.925, -2.870], [0.789, -1.404, -3.140], [-0.937, -1.508, -3.546], [-3.153, -1.654, -8.062], [-3.829, -0.450, -7.692], [-3.604, -0.059, -6.441], [-2.907, -0.623, -5.641], [-4.285, 1.062, -6.226], [-4.135, 1.597, -4.908], [-3.426, -1.848, -9.095], [-2.075, -1.528, -7.986], [-3.477, -2.483, -7.436], [-3.095, 1.846, -4.711], [-4.496, 0.890, -4.164], [-4.738, 2.499, -4.878], [4.519, -0.667, 2.772], [4.899, -1.653, 1.816], [6.200, -1.916, 1.760], [7.063, -1.395, 2.413], [6.374, -2.854, 0.832], [7.727, -3.229, 0.585], [3.443, -0.563, 2.680], [4.765, -0.987, 3.783], [4.990, 0.290, 2.561], [8.202, -3.637, 1.475], [8.300, -2.380, 0.213], [7.659, -3.992, -0.183], [-3.267, -1.939, -0.193], [-4.700, -1.850, -0.171], [-5.151, -1.110, 0.831], [-4.466, -0.608, 1.684], [-6.475, -1.012, 0.734], [-7.082, -0.229, 1.764], [-3.006, -2.572, -1.034], [-2.828, -0.958, -0.334], [-2.899, -2.386, 0.728], [-6.712, 0.794, 1.738], [-6.901, -0.668, 2.743], [-8.150, -0.229, 1.566], [-8.459, 2.574, -0.441], [-8.634, 3.130, 0.863], [-9.465, 4.171, 0.908], [-10.048, 4.645, -0.028], [-9.535, 4.588, 2.168], [-10.398, 5.711, 2.371], [-7.767, 1.745, -0.331], [-9.404, 2.203, -0.834], [-8.036, 3.308, -1.124], [-11.421, 5.467, 2.092], [-10.052, 6.571, 1.802], [-10.357, 5.943, 3.431], [-8.147, 5.074, 6.115], [-8.317, 5.622, 7.423], [-9.152, 6.656, 7.468], [-9.742, 7.126, 6.532], [-9.224, 7.079, 8.727], [-10.095, 8.196, 8.921], [-7.454, 4.244, 6.211], [-9.097, 4.709, 5.728], [-7.730, 5.817, 5.438], [-11.114, 7.940, 8.641], [-9.754, 9.053, 8.345], [-10.055, 8.429, 9.981], [10.515, -1.266, -2.756], [11.080, -0.459, -1.718], [10.804, 0.838, -1.819], [10.144, 1.356, -2.679], [11.387, 1.465, -0.799], [11.169, 2.876, -0.779], [10.813, -2.289, -2.545], [9.429, -1.198, -2.753], [10.901, -0.968, -3.728], [10.108, 3.101, -0.692], [11.574, 3.340, -1.677], [11.694, 3.251, 0.094], [1.094, 4.110, 1.594], [0.519, 3.081, 2.401], [-0.740, 2.777, 2.079], [-1.380, 3.289, 1.200], [-1.154, 1.815, 2.894], [-2.499, 1.372, 2.654], [2.106, 4.253, 1.961], [1.125, 3.807, 0.549], [0.535, 5.037, 1.696], [-2.594, 0.967, 1.654], [-3.203, 2.189, 2.798], [-2.700, 0.587, 3.374]]
}